[1]
Entry from the OMol25 dataset: a 2-piece molecular cluster, C5H12O2 overall (ωB97M-V with the def2-TZVPD basis set).

Positions of all 19 atoms, in Å:
C1 1.95 0.18 0.55
C2 0.82 0.06 -0.47
O1 -0.05 1.19 -0.61
C3 -1.41 0.77 -0.56
C4 -1.36 -0.70 -0.93
C5 -0.10 -1.13 -0.20
O2 -0.32 -1.21 1.20
H1 2.50 1.12 0.46
H2 1.59 0.08 1.58
H3 2.65 -0.64 0.36
H4 1.29 -0.08 -1.46
H5 -1.81 0.91 0.46
H6 -2.01 1.38 -1.25
H7 -2.25 -1.27 -0.64
H8 -1.21 -0.81 -2.01
H9 0.34 -2.06 -0.58
H10 -1.04 -1.84 1.35
H11 0.24 2.13 1.88
H12 0.14 2.09 1.14

* relative energy (zero: lowest compared OMol25 entry of this formula, charge and spin): 45.10 kcal per mole
* E_HOMO: -9.58 eV
* frontier orbital gap: 10.370 eV
* LUMO level: 0.791 eV
* charge: 0

***

[2]
Entry from the OMol25 dataset: a 3-piece molecular cluster, C3H7O2 overall (ωB97M-V with the def2-TZVPD basis set).

Positions of all 12 atoms, in Å:
C1 1.49 0.22 -1.50
O1 2.68 0.19 -1.32
H1 0.99 0.72 -2.34
H2 0.89 0.36 -0.58
H3 -1.25 5.14 4.41
C2 0.00 -2.16 -0.49
C3 -1.24 -1.48 -0.71
O2 -1.37 -0.35 -1.18
H4 -0.15 -3.23 -0.61
H5 1.02 -1.95 -0.24
H6 -2.06 -2.00 -0.20
H7 -0.99 4.55 4.77

* ⟨S²⟩: 0.7622
* multiplicity: 2
* relative energy (zero: lowest compared OMol25 entry of this formula, charge and spin): 64.61 kcal per mole
* E_HOMO (spin up / spin down): -9.85 / -9.90 eV
* frontier orbital gap (spin up / spin down): 10.464 / 8.179 eV
* LUMO level (spin up / spin down): 0.611 / -1.719 eV
* charge: 0

***

[3]
Entry from the OMol25 dataset: a 3-piece molecular cluster, C26H46N3O2 overall (ωB97M-V with the def2-TZVPD basis set).

Positions of all 77 atoms, in Å:
C1 -9.26 0.90 0.07
C2 -7.87 1.47 -0.18
C3 -6.83 1.06 0.60
C4 -5.59 1.61 0.37
C5 -5.37 2.53 -0.61
C6 -6.44 2.92 -1.39
C7 -6.23 3.97 -2.48
N1 -5.10 3.70 -3.34
C8 -7.69 2.39 -1.19
H1 -9.35 0.69 1.14
H2 -9.44 -0.05 -0.44
H3 -9.99 1.65 -0.22
H4 -6.95 0.32 1.39
H5 -4.78 1.30 1.03
H6 -4.39 2.94 -0.79
H7 -7.16 4.08 -3.09
H8 -6.03 4.94 -1.99
H9 -5.16 2.72 -3.63
H10 -8.51 2.70 -1.82
C9 1.45 2.50 2.01
C10 -0.09 2.49 2.03
C11 -0.57 1.42 3.01
C12 -0.30 0.01 2.51
C13 -0.90 -0.20 1.11
C14 -0.57 0.90 0.10
N2 -0.66 2.28 0.67
O1 -1.90 2.64 0.68
C15 0.83 0.68 -0.50
C16 -1.52 0.74 -1.10
C17 -0.46 3.88 2.56
H11 1.84 2.89 2.95
H12 1.89 1.51 1.91
H13 1.83 3.13 1.21
H14 -1.65 1.54 3.19
H15 -0.08 1.56 3.98
H16 0.77 -0.20 2.49
H17 -0.74 -0.72 3.20
H18 -0.58 -1.16 0.72
H19 -1.99 -0.26 1.23
H20 1.10 1.50 -1.17
H21 0.86 -0.24 -1.08
H22 1.62 0.57 0.25
H23 -2.56 0.74 -0.80
H24 -1.33 -0.22 -1.58
H25 -1.37 1.52 -1.84
H26 -0.10 4.66 1.88
H27 0.00 4.04 3.53
H28 -1.54 4.01 2.69
C18 5.43 -4.24 -2.18
C19 5.10 -2.75 -1.94
C20 6.30 -2.08 -1.25
C21 6.49 -2.57 0.19
C22 5.20 -2.39 1.00
C23 3.93 -2.92 0.33
N3 3.86 -2.59 -1.13
O2 3.43 -1.37 -1.26
C24 3.81 -4.44 0.52
C25 2.73 -2.35 1.09
C26 4.92 -2.17 -3.34
H29 6.19 -4.32 -2.96
H30 5.85 -4.75 -1.32
H31 4.55 -4.78 -2.52
H32 6.16 -1.00 -1.25
H33 7.20 -2.28 -1.83
H34 6.81 -3.61 0.21
H35 7.29 -2.00 0.65
H36 5.32 -2.87 1.97
H37 5.08 -1.32 1.20
H38 2.95 -4.83 -0.02
H39 3.68 -4.68 1.58
H40 4.69 -5.00 0.21
H41 2.75 -1.26 1.14
H42 2.73 -2.72 2.11
H43 1.79 -2.65 0.62
H44 4.08 -2.65 -3.85
H45 5.82 -2.33 -3.93
H46 4.73 -1.10 -3.33

* ⟨S²⟩: 2.0081
* multiplicity: 3
* E_HOMO (spin up / spin down): -1.08 / -1.08 eV
* frontier orbital gap (spin up / spin down): 2.915 / 2.489 eV
* LUMO level (spin up / spin down): 1.839 / 1.413 eV
* charge: -1

***

[4]
Entry from the OMol25 dataset: C38H85AlN5O6 as an isolated structure (ωB97M-V with the def2-TZVPD basis set).

Positions of all 135 atoms, in Å:
C1 -3.41 1.21 0.86
C2 -2.92 0.16 0.04
Al1 -3.50 -0.24 -1.89
C3 -4.11 -2.22 -1.90
C4 -5.27 -2.51 -0.84
C5 -4.77 -2.72 0.67
C6 -3.32 -3.34 0.83
N1 -2.97 -3.65 2.25
C7 -3.15 -2.50 3.14
N2 -4.24 -2.26 3.82
N3 -2.02 -1.53 3.37
N4 -5.02 0.78 -2.48
C8 -4.79 2.25 -2.38
C9 -3.87 2.82 -3.59
C10 -1.86 0.11 -3.08
C11 -0.48 0.33 -2.47
C12 0.57 0.61 -3.54
C13 0.17 0.64 -4.99
N5 -1.07 0.39 -5.62
C14 -2.01 0.14 -4.59
H1 -2.67 1.71 1.57
H2 -4.49 1.57 0.91
H3 -2.11 -0.53 0.48
H4 -4.58 -2.39 -2.95
H5 -3.21 -2.93 -1.85
H6 -5.94 -1.58 -0.83
H7 -5.96 -3.37 -1.18
H8 -5.50 -3.47 1.15
H9 -4.94 -1.74 1.23
H10 -2.53 -2.70 0.29
H11 -3.31 -4.35 0.27
H12 -2.05 -4.08 2.34
H13 -4.09 -1.39 4.37
H14 -1.15 -2.08 3.52
H15 -1.84 -1.01 2.50
H16 -5.88 0.54 -1.97
H17 -4.41 2.61 -1.36
H18 -5.81 2.77 -2.54
H19 -4.17 3.92 -3.71
H20 -2.76 2.73 -3.33
H21 -4.15 2.24 -4.53
H22 -0.23 0.31 -1.36
H23 1.65 0.81 -3.25
H24 1.01 0.89 -5.73
H25 -3.07 -0.06 -4.97
C15 6.00 2.33 -2.14
C16 4.50 2.36 -2.38
O1 3.76 2.81 -1.26
C17 4.05 4.12 -0.80
C18 3.80 5.20 -1.84
H26 6.24 1.69 -1.29
H27 6.52 1.95 -3.03
H28 6.40 3.32 -1.93
H29 4.16 1.35 -2.60
H30 4.25 2.96 -3.26
H31 5.07 4.17 -0.41
H32 3.39 4.30 0.06
H33 4.43 5.07 -2.72
H34 3.99 6.19 -1.42
H35 2.76 5.17 -2.18
C19 -10.77 -0.29 -2.09
C20 -9.56 -0.66 -1.25
O2 -8.74 0.46 -0.92
C21 -9.36 1.49 -0.17
C22 -9.89 1.03 1.18
H36 -10.46 0.20 -3.02
H37 -11.34 -1.19 -2.34
H38 -11.44 0.39 -1.56
H39 -8.93 -1.34 -1.82
H40 -9.85 -1.19 -0.34
H41 -10.15 1.97 -0.76
H42 -8.59 2.26 -0.01
H43 -10.66 0.27 1.07
H44 -10.32 1.87 1.72
H45 -9.08 0.60 1.77
C23 5.64 2.89 2.77
C24 6.43 2.36 1.58
O3 7.50 3.22 1.18
C25 8.50 3.48 2.15
C26 9.21 2.23 2.64
H46 5.23 3.88 2.54
H47 4.82 2.21 3.01
H48 6.26 2.99 3.66
H49 5.76 2.27 0.72
H50 6.81 1.35 1.78
H51 8.07 4.04 2.99
H52 9.23 4.14 1.68
H53 8.53 1.53 3.13
H54 10.00 2.49 3.35
H55 9.67 1.70 1.79
C27 -0.30 -7.19 -4.19
C28 -1.51 -6.45 -3.64
O4 -1.31 -5.05 -3.52
C29 -1.01 -4.35 -4.72
C30 -2.09 -4.46 -5.78
H56 0.57 -7.01 -3.55
H57 -0.50 -8.26 -4.23
H58 -0.04 -6.86 -5.19
H59 -1.73 -6.82 -2.64
H60 -2.40 -6.65 -4.25
H61 -0.04 -4.67 -5.11
H62 -0.90 -3.29 -4.44
H63 -2.24 -5.49 -6.10
H64 -1.82 -3.87 -6.66
H65 -3.04 -4.09 -5.39
C31 -4.24 -2.93 7.14
C32 -3.92 -2.44 8.54
O5 -3.55 -1.07 8.59
C33 -4.52 -0.14 8.14
C34 -5.82 -0.19 8.92
H66 -3.39 -2.77 6.47
H67 -4.48 -4.00 7.16
H68 -5.10 -2.40 6.71
H69 -3.06 -3.00 8.92
H70 -4.74 -2.63 9.23
H71 -4.70 -0.28 7.07
H72 -4.08 0.86 8.25
H73 -6.31 -1.16 8.84
H74 -6.52 0.57 8.55
H75 -5.63 0.00 9.98
C35 11.72 0.92 -1.23
C36 11.86 2.32 -0.68
O6 12.67 2.39 0.49
C37 14.02 1.96 0.36
C38 14.81 2.75 -0.67
H76 11.30 0.25 -0.48
H77 11.07 0.92 -2.11
H78 12.69 0.50 -1.54
H79 10.87 2.69 -0.39
H80 12.24 3.01 -1.44
H81 14.05 0.89 0.14
H82 14.48 2.09 1.34
H83 14.39 2.66 -1.67
H84 15.84 2.40 -0.70
H85 14.81 3.81 -0.42

* E_HOMO: -4.36 eV
* frontier orbital gap: 6.239 eV
* LUMO level: 1.880 eV
* charge: -1

***

Strongest force on any atom for every record listed, in sequence, given in eV/Å: 0.4, 4.2, 2.5, 5.7.